C33H96NO25 | ωB97M-V/def2-TZVPD

Last column: Löwdin charge in e.
Geometry (Å):
C: 0.11 1.56 1.58  -0.026
C: -0.64 0.28 1.02  -0.469
C: -1.27 0.65 -0.38  -0.126
C: -0.22 0.69 -1.52  -0.159
C: 0.50 -0.64 -1.63  -0.180
C: 1.15 -1.08 -0.38  -0.430
N: 0.25 -0.88 0.82  -0.104
O: 0.85 -1.22 2.15  -0.263
C: 2.50 -0.34 -0.20  -0.010
C: 1.41 -2.66 -0.65  0.009
C: -1.88 0.06 1.88  -0.026
H: 0.46 1.35 2.59  0.078
H: -0.60 2.39 1.62  0.060
H: 0.85 1.90 0.86  0.051
H: -1.94 1.49 -0.26  0.098
H: -1.93 -0.18 -0.63  0.087
H: 0.45 1.50 -1.23  0.093
H: -0.74 0.85 -2.46  0.107
H: 1.21 -0.51 -2.45  0.102
H: -0.16 -1.39 -2.07  0.093
H: 2.95 -0.59 0.76  0.067
H: 2.32 0.70 0.08  0.057
H: 3.15 -0.31 -1.07  0.062
H: 2.31 -3.09 -0.22  0.064
H: 1.42 -3.01 -1.69  0.054
H: 0.56 -3.25 -0.32  0.066
H: -1.63 -0.30 2.88  0.072
H: -2.38 -0.79 1.42  0.071
H: -2.59 0.89 1.94  0.072
C: 0.20 -3.24 -4.55  -0.121
O: 1.08 -2.19 -4.96  -0.121
H: 0.64 -4.23 -4.57  0.079
H: -0.13 -3.07 -3.53  0.057
H: -0.68 -3.36 -5.19  0.086
H: 1.63 -2.01 -4.20  0.071
C: -1.97 2.87 4.60  -0.177
O: -2.51 1.64 5.00  -0.117
H: -1.15 2.89 3.88  0.048
H: -2.77 3.27 3.98  0.069
H: -1.75 3.47 5.48  0.085
H: -2.95 1.39 4.19  0.030
C: -3.93 -1.25 -2.95  -0.203
O: -2.94 -2.12 -2.65  -0.111
H: -4.89 -1.68 -3.24  0.084
H: -4.19 -0.46 -2.23  0.067
H: -3.46 -0.64 -3.72  0.079
H: -2.28 -1.57 -2.21  0.038
C: 1.39 4.98 2.55  -0.131
O: 0.23 5.18 3.40  -0.127
H: 2.10 5.80 2.68  0.065
H: 1.92 4.03 2.55  0.077
H: 1.08 5.29 1.55  0.058
H: -0.55 5.32 2.86  0.063
C: 3.79 0.43 3.48  -0.200
O: 3.39 -0.90 3.38  -0.130
H: 4.81 0.62 3.81  0.072
H: 3.78 0.87 2.48  0.058
H: 3.05 0.99 4.05  0.075
H: 2.50 -0.83 3.03  0.012
C: 5.61 -0.64 -2.51  -0.162
O: 6.78 -0.13 -1.87  -0.112
H: 5.82 -1.28 -3.37  0.075
H: 5.09 -1.36 -1.88  0.072
H: 4.92 0.12 -2.89  0.054
H: 7.25 0.25 -2.61  0.063
C: 4.03 3.33 -3.35  -0.202
C: 4.42 4.67 -2.69  -0.275
O: 3.79 4.75 -1.47  -0.048
O: 2.64 3.23 -3.69  -0.075
H: 4.21 2.49 -2.67  0.115
H: 4.77 3.26 -4.14  0.121
H: 4.13 5.49 -3.35  0.119
H: 5.50 4.73 -2.57  0.117
H: 4.24 5.50 -1.07  0.087
H: 2.14 3.03 -2.89  0.071
C: -4.23 3.40 -2.04  -0.210
C: -5.18 4.55 -1.62  -0.211
O: -5.41 5.34 -2.80  -0.082
O: -4.77 2.38 -2.90  -0.069
H: -4.07 2.74 -1.19  0.113
H: -3.34 3.90 -2.42  0.103
H: -4.79 5.24 -0.87  0.106
H: -6.13 4.26 -1.17  0.113
H: -6.19 5.03 -3.26  0.073
H: -5.43 2.74 -3.50  0.069
C: 4.01 -6.11 -0.80  -0.269
C: 5.25 -5.54 -0.20  -0.204
O: 6.33 -5.54 -1.24  -0.080
O: 4.15 -7.50 -1.01  -0.069
H: 3.79 -5.75 -1.81  0.118
H: 3.13 -5.93 -0.19  0.121
H: 5.39 -6.00 0.78  0.123
H: 5.05 -4.50 0.06  0.109
H: 7.13 -5.20 -0.84  0.071
H: 5.04 -7.61 -1.33  0.071
C: -3.81 -4.42 0.44  -0.195
C: -2.51 -3.50 0.21  -0.219
O: -1.84 -3.08 1.38  -0.074
O: -3.48 -5.59 1.22  -0.065
H: -4.40 -4.63 -0.45  0.105
H: -4.49 -3.83 1.06  0.098
H: -2.82 -2.54 -0.19  0.083
H: -1.82 -3.97 -0.49  0.108
H: -1.25 -2.42 1.01  0.023
H: -3.89 -6.31 0.73  0.064
C: 2.19 -4.41 2.61  -0.217
C: 2.30 -4.11 4.14  -0.226
O: 1.32 -4.82 4.91  -0.074
O: 0.92 -4.20 2.00  -0.090
H: 2.56 -5.43 2.54  0.104
H: 2.68 -3.65 2.00  0.098
H: 2.21 -3.06 4.43  0.096
H: 3.29 -4.42 4.46  0.100
H: 1.66 -4.80 5.80  0.068
H: 0.85 -3.28 1.76  0.010
C: -1.26 6.06 -1.58  -0.262
C: -0.64 4.65 -1.44  -0.230
O: -0.12 4.20 -2.67  -0.064
O: -2.21 6.25 -0.59  -0.060
H: -1.63 6.15 -2.60  0.118
H: -0.44 6.77 -1.42  0.116
H: -1.43 4.02 -1.02  0.107
H: 0.24 4.74 -0.80  0.108
H: -0.57 3.40 -2.96  0.077
H: -2.29 7.21 -0.54  0.090
C: -1.05 -1.71 5.39  -0.225
C: -2.01 -2.62 6.23  -0.218
O: -1.38 -3.92 6.44  -0.066
O: -0.75 -2.36 4.16  -0.078
H: -0.17 -1.62 6.02  0.105
H: -1.48 -0.73 5.15  0.088
H: -2.94 -2.74 5.66  0.101
H: -2.36 -2.09 7.11  0.100
H: -1.70 -4.19 7.30  0.061
H: -0.35 -1.78 3.50  0.012
C: 2.15 0.99 -5.98  -0.191
C: 2.75 0.00 -7.01  -0.274
O: 1.86 -0.99 -7.34  -0.065
O: 2.52 0.62 -4.62  -0.101
H: 1.07 0.98 -6.13  0.117
H: 2.44 2.03 -6.10  0.102
H: 3.60 -0.52 -6.58  0.112
H: 3.20 0.55 -7.83  0.111
H: 1.61 -1.37 -6.50  0.032
H: 2.26 1.35 -4.06  0.029
C: -6.10 2.44 3.05  -0.232
C: -7.21 1.56 3.50  -0.274
O: -7.33 0.50 2.60  -0.035
O: -4.94 1.64 2.83  -0.089
H: -5.85 3.30 3.67  0.129
H: -6.23 2.72 2.01  0.118
H: -8.08 2.21 3.55  0.115
H: -7.09 1.24 4.54  0.130
H: -7.32 -0.26 3.18  0.103
H: -5.36 0.93 2.34  0.069

Calculated values
- Gap between HOMO and LUMO: 5.6 eV
- Net charge: -1

C33H96O15 | ωB97M-V/def2-TZVPD

Last column: Löwdin charge in e.
Geometry (Å):
C: -1.66 -5.09 1.96  -0.170
O: -2.57 -5.40 0.92  -0.140
H: -0.62 -5.13 1.66  0.056
H: -1.85 -4.07 2.35  0.070
H: -1.87 -5.77 2.74  0.061
H: -2.45 -4.67 0.24  0.064
C: -2.88 -1.00 -3.86  -0.109
O: -2.13 -0.85 -2.63  -0.178
H: -2.35 -1.76 -4.50  0.099
H: -3.88 -1.39 -3.59  0.069
H: -2.93 -0.07 -4.39  0.064
H: -2.43 0.02 -2.28  0.034
C: 0.99 4.71 0.36  -0.133
O: 0.55 5.55 1.44  -0.115
H: 1.95 4.28 0.71  0.079
H: 0.23 3.91 0.27  0.058
H: 1.09 5.12 -0.63  0.058
H: -0.07 6.18 1.14  0.050
C: -3.32 -0.17 4.10  -0.135
O: -2.11 0.39 3.58  -0.158
H: -3.82 -0.67 3.28  0.041
H: -3.22 -0.99 4.81  0.068
H: -3.98 0.56 4.65  0.101
H: -1.81 1.08 4.24  0.065
C: -3.93 -3.85 -2.05  -0.111
O: -2.82 -3.42 -1.24  -0.166
H: -3.63 -4.87 -2.29  0.087
H: -4.89 -3.91 -1.54  0.076
H: -3.99 -3.34 -2.98  0.051
H: -2.42 -2.59 -1.59  0.044
C: 0.65 0.48 -4.90  -0.080
O: 0.21 1.51 -3.96  -0.154
H: 0.99 -0.37 -4.31  0.076
H: -0.18 0.14 -5.50  0.074
H: 1.47 0.87 -5.42  0.062
H: -0.48 1.17 -3.37  0.041
C: 0.42 2.72 3.27  -0.063
C: 0.14 3.37 4.60  -0.413
C: -0.18 4.88 4.51  -0.045
O: -0.98 2.54 5.09  -0.083
H: 0.53 1.64 3.43  0.066
H: 1.39 3.06 2.80  0.095
H: -0.40 2.76 2.55  0.079
H: 1.02 3.26 5.23  0.132
H: -0.65 5.27 5.42  0.077
H: -0.75 5.08 3.65  0.048
H: 0.79 5.39 4.40  0.092
H: -1.07 2.65 6.04  0.096
C: -5.21 -0.50 1.03  -0.058
C: -5.67 -0.89 -0.39  -0.493
C: -7.10 -1.36 -0.25  -0.067
O: -5.57 0.15 -1.34  -0.030
H: -5.78 0.33 1.40  0.077
H: -4.13 -0.19 1.03  0.069
H: -5.37 -1.29 1.78  0.083
H: -5.00 -1.72 -0.69  0.116
H: -7.08 -2.30 0.31  0.082
H: -7.51 -1.65 -1.24  0.088
H: -7.78 -0.66 0.20  0.077
H: -4.66 0.42 -1.35  0.044
C: 5.13 -1.29 -1.97  -0.044
C: 4.14 -2.25 -1.29  -0.525
C: 4.89 -3.29 -0.42  -0.047
O: 3.07 -1.65 -0.66  -0.087
H: 5.91 -1.78 -2.60  0.091
H: 5.64 -0.76 -1.17  0.065
H: 4.57 -0.53 -2.55  0.080
H: 3.64 -2.89 -2.06  0.119
H: 5.73 -3.71 -0.96  0.073
H: 4.28 -4.14 -0.07  0.072
H: 5.24 -2.78 0.50  0.078
H: 3.47 -0.92 -0.10  0.078
C: 2.34 -3.75 3.07  -0.020
C: 1.81 -2.34 3.17  -0.426
C: 0.68 -2.11 4.15  -0.039
O: 2.93 -1.40 3.42  -0.075
H: 2.85 -3.97 3.98  0.071
H: 3.08 -3.68 2.26  0.081
H: 1.54 -4.44 2.88  0.077
H: 1.42 -1.97 2.25  0.103
H: 1.04 -2.37 5.15  0.080
H: -0.19 -2.71 3.97  0.068
H: 0.32 -1.05 4.16  0.082
H: 3.22 -1.46 4.32  0.090
C: 3.89 3.75 -3.08  -0.038
C: 2.47 4.37 -2.90  -0.487
C: 1.82 4.85 -4.18  -0.060
O: 1.64 3.44 -2.24  -0.092
H: 4.29 3.39 -2.13  0.058
H: 4.53 4.56 -3.47  0.079
H: 3.92 2.87 -3.73  0.078
H: 2.52 5.20 -2.17  0.128
H: 1.61 4.08 -4.94  0.076
H: 2.51 5.63 -4.59  0.086
H: 0.79 5.32 -4.07  0.091
H: 1.46 2.63 -2.69  0.044
C: 4.74 1.41 3.13  -0.046
C: 4.02 1.19 1.85  -0.493
C: 4.44 2.08 0.72  -0.054
O: 4.14 -0.17 1.42  -0.086
H: 4.24 0.98 4.00  0.080
H: 4.81 2.48 3.25  0.077
H: 5.77 1.10 3.05  0.088
H: 2.94 1.36 2.01  0.127
H: 4.25 3.12 0.89  0.071
H: 3.97 1.83 -0.24  0.081
H: 5.51 1.99 0.52  0.087
H: 3.95 -0.78 2.14  0.049
C: 1.26 -4.04 -2.72  -0.026
C: 0.59 -4.30 -1.31  -0.463
C: 0.28 -5.78 -1.13  -0.048
O: 1.49 -4.03 -0.27  -0.067
H: 0.71 -4.37 -3.56  0.059
H: 2.14 -4.71 -2.69  0.090
H: 1.54 -3.04 -2.83  0.041
H: -0.30 -3.68 -1.19  0.108
H: -0.30 -6.01 -0.24  0.047
H: 1.22 -6.35 -1.09  0.085
H: -0.19 -6.19 -2.06  0.092
H: 1.78 -3.12 -0.44  0.042
C: -1.94 3.78 -1.49  -0.032
C: -3.07 2.90 -1.95  -0.509
C: -3.37 2.98 -3.42  -0.050
O: -2.78 1.59 -1.60  -0.103
H: -2.00 4.77 -1.96  0.097
H: -1.03 3.40 -1.88  0.059
H: -1.98 3.87 -0.45  0.065
H: -3.99 3.19 -1.50  0.129
H: -3.72 4.02 -3.69  0.100
H: -4.25 2.37 -3.74  0.091
H: -2.44 2.74 -4.00  0.087
H: -2.45 1.47 -0.66  0.065
C: -1.00 -1.18 0.86  -0.024
C: -0.61 0.30 0.72  -0.417
C: 0.22 0.51 -0.51  -0.009
O: -1.82 1.06 0.75  -0.063
H: -1.68 -1.37 0.08  0.042
H: -1.60 -1.43 1.76  0.083
H: -0.20 -1.89 0.68  0.072
H: 0.00 0.49 1.62  0.121
H: 0.56 1.50 -0.59  0.054
H: -0.35 0.34 -1.41  0.058
H: 1.07 -0.15 -0.55  0.080
H: -2.07 1.34 1.63  0.087

Calculated values
- Energy relative to the best compared isomer or geometry (same formula, charge and spin): 70.08 kcal per mole
- Gap between HOMO and LUMO: 9.9 eV
- Net charge: 0

C33H99O44P11 | ωB97M-V/def2-TZVPD

Last column: Löwdin charge in e.
Geometry (Å):
C: 1.63 1.61 -3.72  -0.039
O: 1.89 0.50 -4.63  -0.230
P: 2.09 -0.97 -4.08  0.350
O: 1.04 -1.36 -3.14  -0.229
O: 2.27 -1.76 -5.41  -0.201
C: 1.09 -2.36 -6.05  -0.034
O: 3.54 -1.06 -3.34  -0.219
C: 4.70 -0.44 -3.95  -0.081
H: 1.04 2.35 -4.29  0.084
H: 2.61 2.06 -3.40  0.090
H: 1.05 1.28 -2.83  0.071
H: 1.52 -3.16 -6.65  0.091
H: 0.69 -1.66 -6.75  0.067
H: 0.40 -2.77 -5.28  0.092
H: 4.81 -0.89 -4.95  0.090
H: 5.58 -0.70 -3.38  0.074
H: 4.61 0.64 -3.95  0.070
C: 2.24 4.88 4.84  -0.040
O: 1.57 5.85 3.95  -0.219
P: 2.06 6.09 2.45  0.423
O: 3.41 5.71 2.05  -0.218
O: 1.70 7.67 2.12  -0.203
C: 0.38 8.04 2.27  -0.162
O: 0.89 5.34 1.63  -0.246
C: 0.99 5.25 0.16  -0.041
H: 1.86 3.88 4.73  0.042
H: 1.88 5.23 5.80  0.090
H: 3.32 4.91 4.74  0.092
H: 0.38 9.09 2.04  0.097
H: -0.10 7.79 3.22  0.091
H: -0.23 7.45 1.66  0.058
H: 0.85 6.21 -0.29  0.076
H: 0.17 4.66 -0.27  0.078
H: 1.99 4.98 -0.07  0.066
C: -0.26 -4.90 -1.19  -0.055
O: 0.06 -4.10 -0.03  -0.223
P: 0.69 -4.67 1.29  0.489
O: 0.89 -3.63 2.34  -0.230
O: 2.07 -5.49 0.88  -0.232
C: 3.18 -4.78 0.40  -0.125
O: -0.14 -6.06 1.57  -0.220
C: 0.07 -6.52 2.88  -0.139
H: 0.03 -4.41 -2.11  0.094
H: -1.30 -5.12 -1.11  0.052
H: 0.26 -5.83 -1.09  0.080
H: 4.14 -5.27 0.53  0.084
H: 3.30 -3.71 0.65  0.074
H: 2.99 -4.73 -0.72  0.106
H: -0.52 -7.40 3.08  0.091
H: -0.33 -5.69 3.57  0.098
H: 1.10 -6.69 3.08  0.076
C: -1.18 -1.79 7.08  -0.149
O: -2.34 -1.07 7.47  -0.224
P: -2.95 0.05 6.35  0.467
O: -3.80 1.06 6.98  -0.221
O: -1.63 0.58 5.54  -0.267
C: -0.68 1.45 6.26  -0.049
O: -3.60 -0.74 5.14  -0.235
C: -4.93 -0.51 4.76  -0.091
H: -1.19 -2.83 7.48  0.101
H: -0.27 -1.29 7.43  0.084
H: -1.02 -1.81 6.00  0.069
H: -0.98 2.45 6.00  0.079
H: 0.35 1.28 5.97  0.054
H: -0.80 1.27 7.33  0.088
H: -5.14 -1.28 4.06  0.069
H: -5.07 0.51 4.32  0.100
H: -5.57 -0.52 5.65  0.099
C: 8.60 2.31 0.81  -0.110
O: 7.49 1.51 1.05  -0.205
P: 6.31 1.12 0.05  0.392
O: 6.57 0.53 -1.26  -0.220
O: 5.32 0.19 0.88  -0.223
C: 5.81 -0.85 1.68  -0.098
O: 5.52 2.51 0.01  -0.225
C: 4.62 2.67 -1.09  -0.098
H: 9.39 1.83 0.20  0.105
H: 8.97 2.67 1.78  0.096
H: 8.28 3.19 0.29  0.076
H: 4.88 -1.36 2.00  0.084
H: 6.38 -0.37 2.50  0.095
H: 6.45 -1.59 1.18  0.095
H: 4.68 3.76 -1.29  0.103
H: 3.57 2.45 -0.83  0.080
H: 4.87 2.09 -2.00  0.074
C: -0.44 1.60 2.51  -0.066
O: 0.37 0.67 1.77  -0.247
P: 0.29 0.64 0.10  0.479
O: -0.08 1.94 -0.49  -0.238
O: 1.79 0.23 -0.27  -0.216
C: 2.35 -1.05 0.05  -0.077
O: -0.66 -0.64 -0.11  -0.249
C: -1.39 -1.13 -1.26  -0.036
H: 0.24 2.00 3.26  0.079
H: -1.32 1.08 2.90  0.068
H: -0.70 2.40 1.83  0.064
H: 3.35 -1.15 -0.31  0.078
H: 1.78 -1.85 -0.38  0.068
H: 2.35 -1.20 1.11  0.058
H: -2.01 -1.92 -0.89  0.058
H: -0.70 -1.44 -2.05  0.065
H: -1.98 -0.29 -1.52  0.071
C: 3.40 2.52 2.11  -0.079
O: 4.25 2.04 3.18  -0.189
P: 3.47 1.12 4.24  0.417
O: 2.36 1.73 5.00  -0.252
O: 3.09 -0.17 3.37  -0.229
C: 2.19 -1.23 3.83  -0.038
O: 4.69 0.74 5.17  -0.189
C: 4.98 1.66 6.14  -0.157
H: 2.62 3.16 2.49  0.061
H: 3.13 1.72 1.42  0.075
H: 4.07 3.19 1.52  0.085
H: 1.32 -1.29 3.23  0.050
H: 2.00 -1.02 4.83  0.063
H: 2.76 -2.17 3.72  0.094
H: 5.56 1.24 6.98  0.102
H: 4.10 2.15 6.51  0.072
H: 5.59 2.45 5.67  0.099
C: -5.77 -3.59 0.57  -0.142
O: -4.98 -4.00 1.62  -0.214
P: -3.33 -3.78 1.63  0.455
O: -2.77 -4.13 0.32  -0.206
O: -3.22 -2.32 2.29  -0.212
C: -1.93 -1.76 2.56  -0.065
O: -2.91 -4.71 2.81  -0.214
C: -3.35 -4.60 4.18  -0.041
H: -5.94 -2.52 0.62  0.084
H: -6.72 -4.11 0.59  0.089
H: -5.44 -3.95 -0.41  0.065
H: -1.18 -2.50 2.83  0.073
H: -2.00 -1.19 3.43  0.049
H: -1.56 -1.24 1.69  0.074
H: -2.65 -3.98 4.68  0.077
H: -3.46 -5.57 4.67  0.097
H: -4.36 -4.23 4.16  0.081
C: -4.81 0.37 0.93  -0.068
O: -3.67 1.26 1.08  -0.227
P: -3.90 2.82 1.31  0.358
O: -5.31 3.20 1.22  -0.236
O: -3.16 3.14 2.72  -0.244
C: -3.74 4.07 3.66  -0.082
O: -2.91 3.57 0.34  -0.224
C: -2.95 3.39 -1.14  -0.037
H: -5.60 0.91 0.40  0.081
H: -5.15 0.06 1.93  0.081
H: -4.47 -0.48 0.35  0.073
H: -4.83 3.95 3.73  0.082
H: -3.45 5.11 3.38  0.099
H: -3.38 3.79 4.66  0.085
H: -1.92 3.47 -1.51  0.071
H: -3.52 4.24 -1.56  0.086
H: -3.51 2.50 -1.41  0.081
C: -2.52 -4.96 -6.87  -0.107
O: -3.54 -5.08 -5.90  -0.189
P: -4.04 -3.73 -5.28  0.336
O: -2.97 -2.73 -5.08  -0.244
O: -4.62 -4.20 -3.90  -0.207
C: -3.73 -4.23 -2.73  -0.059
O: -5.27 -3.30 -6.20  -0.203
C: -5.80 -1.95 -6.15  -0.060
H: -1.78 -4.22 -6.49  0.076
H: -2.84 -4.59 -7.83  0.090
H: -2.05 -5.94 -6.96  0.094
H: -4.26 -4.68 -1.89  0.061
H: -3.42 -3.19 -2.51  0.086
H: -2.84 -4.83 -2.90  0.083
H: -6.33 -1.71 -5.22  0.099
H: -6.43 -1.86 -7.01  0.085
H: -4.95 -1.31 -6.25  0.064
C: -2.49 2.75 -9.28  -0.111
O: -1.73 2.41 -8.13  -0.242
P: -0.45 1.41 -8.44  0.462
O: -0.63 0.57 -9.66  -0.245
O: -0.25 0.66 -7.04  -0.239
C: -1.49 0.15 -6.39  -0.034
O: 0.82 2.40 -8.48  -0.210
C: 1.16 3.28 -7.42  -0.103
H: -2.43 1.96 -9.97  0.056
H: -1.99 3.57 -9.73  0.078
H: -3.52 3.00 -9.06  0.092
H: -1.90 -0.59 -7.06  0.083
H: -2.19 0.93 -6.14  0.088
H: -1.14 -0.38 -5.54  0.056
H: 0.27 3.47 -6.84  0.076
H: 1.31 4.26 -7.82  0.081
H: 2.01 2.94 -6.84  0.090

Calculated values
- Energy relative to the best compared isomer or geometry (same formula, charge and spin): 2.69 kcal per mole
- Structure (SMILES): COP(=O)(OC)OC.COP(=O)(OC)OC.COP(=O)(OC)OC.COP(=O)(OC)OC.COP(=O)(OC)OC.COP(=O)(OC)OC.COP(=O)(OC)OC.COP(=O)(OC)OC.COP(=O)(OC)OC.COP(=O)(OC)OC.COP(=O)(OC)OC
- Gap between HOMO and LUMO: 10.7 eV
- Net charge: 0